--- w ---
Density functional theory data (ωB97M-V/def2-TZVPD) for 2 unconnected molecules or ions with the total composition C4H10OSi2.

Computed properties:
Orbital gap, Ha: 0.35494
Structure (SMILES): C=C[Si](=O)C=C.[SiH4]

```
17
Properties=species:S:1:pos:R:3:nbo_charge:R:1
C -1.48647 -3.11856 -1.12205 -0.3002
C -1.35712 1.54230 1.43373 -0.2675
C -1.83407 -1.96384 -0.61462 -0.7236
C -1.81604 0.50230 0.66504 -0.7714
O 0.19942 0.09664 -1.69458 -1.1360
Si 2.98422 1.30934 0.91757 0.4637
Si -0.84598 -0.35445 -0.65866 1.9642
H -2.09265 -4.05736 -1.08225 0.2007
H -0.39757 -3.25403 -1.21202 0.1980
H -2.03150 2.14565 2.12468 0.1995
H -0.31026 1.86793 1.34289 0.2030
H -2.86179 -1.78661 -0.33782 0.2145
H -2.83004 0.51650 0.58465 0.2194
H 4.41860 1.59641 1.81337 -0.0669
H 2.28502 -0.02073 0.64704 -0.1250
H 3.43873 1.61017 -0.40527 -0.1552
H 1.59653 2.02818 0.57372 -0.1172
```

***

--- x ---
Density functional theory data (ωB97M-V/def2-TZVPD) for a single C4H10OSi2 molecule.

Computed properties:
Orbital gap, Ha: 0.37198
Structure (SMILES): C=C[Si](O)([SiH3])C=C

```
17
Properties=species:S:1:pos:R:3:nbo_charge:R:1
C -2.56613 -0.56635 -0.05504 -0.3545
C 0.91047 0.80304 2.55460 -0.3423
C -1.32736 -0.97224 -0.30134 -0.6466
C 0.70539 -0.17087 1.67355 -0.7018
O -0.56832 1.78345 -0.05149 -1.0636
Si 1.47662 -0.07912 -1.78406 0.3438
Si 0.05950 0.22851 -0.01689 1.4520
H -3.45416 -1.03949 -0.21495 0.1925
H -2.57743 0.41557 0.42362 0.1756
H 1.66691 0.65912 3.45103 0.1961
H 0.47027 1.78239 2.41440 0.1987
H -0.97849 -1.99375 -0.49271 0.2167
H 0.99710 -1.16204 2.13206 0.2389
H -1.33679 1.92528 -0.45234 0.4859
H 1.47011 1.03461 -2.75418 -0.1173
H 2.82705 -0.41775 -1.35297 -0.1321
H 1.01369 -1.25970 -2.44395 -0.1419
```

***

Most stable = x

***

--- w ---
Density functional theory data (ωB97M-V/def2-TZVPD) for a molecular structure, H3N2PS.

Computed properties:
Orbital gap (alpha / beta), Ha: 0.29003 / 0.29006

```
7
Properties=species:S:1:pos:R:3:nbo_charge:R:1
N 0.58349 1.17849 -0.12431 -0.6390
N 1.35954 0.07452 -0.21337 -0.6147
P -0.85637 1.60510 0.17396 0.9464
S -1.67523 -1.10924 -0.00859 -0.6339
H 2.22222 0.15779 -0.76173 0.3990
H 0.66211 -0.79081 -0.21174 0.4145
H -2.29575 -1.11585 1.14578 0.1278
```

***

--- x ---
Density functional theory data (ωB97M-V/def2-TZVPD) for 2 unconnected molecules or ions with the total composition H3N2PS.

Computed properties:
Orbital gap (alpha / beta), Ha: 0.29977 / 0.29975

```
7
Properties=species:S:1:pos:R:3:nbo_charge:R:1
N 1.50403 -0.49664 1.02013 -0.4518
N 1.52553 -1.09359 -0.03518 -0.4582
P 1.63185 0.02330 2.39539 0.5783
S -1.43600 0.59509 -0.48397 -0.2895
H 0.86351 -0.70397 -0.72639 0.3352
H -1.50510 0.43751 -1.76882 0.1357
H -2.58382 1.23830 -0.40117 0.1504
```

***

Most stable = w

***

--- w ---
Density functional theory data (ωB97M-V/def2-TZVPD) for 2 unconnected molecules or ions with the total composition C6H16S.

Computed properties:
Orbital gap (alpha / beta), Ha: 0.38144 / 0.19421
2S+1: 2
Total charge: +1

```
23
Properties=species:S:1:pos:R:3:nbo_charge:R:1
C -0.82995 1.09888 -1.55087 -0.5990
C -0.36344 1.16408 -3.02378 -0.6278
C -2.89866 1.79262 0.46761 -0.8191
S -2.49589 1.73848 -1.30646 0.8641
H -0.85971 0.06062 -1.31557 0.2777
H -0.12143 1.73496 -0.80291 0.2895
H 0.69530 1.16661 -3.02259 0.2574
H -0.76961 2.03265 -3.41173 0.2331
H -3.66102 1.08157 0.83494 0.3073
H -1.98437 1.43454 0.99083 0.2649
H -2.96667 2.90929 0.68994 0.2998
H -0.35276 0.23058 -3.41462 0.2491
C 1.46532 -1.79617 0.84816 -0.4056
C 2.67150 -1.04848 1.18297 -0.6193
C 0.38324 -1.63654 1.86778 -0.6483
H 1.09645 -1.43487 -0.23559 0.1664
H 1.71093 -2.93662 0.69377 0.2264
H 3.28205 -1.42471 1.99426 0.2225
H 0.78509 -1.65398 2.90658 0.2311
H -0.55808 -1.02699 1.76119 0.1991
H -0.15123 -2.66527 1.96244 0.2213
H 3.38873 -0.91132 0.42299 0.2193
H 2.53421 0.09008 1.46065 0.1901
```

***

--- x ---
Density functional theory data (ωB97M-V/def2-TZVPD) for 2 unconnected molecules or ions with the total composition C6H16S.

Computed properties:
Orbital gap (alpha / beta), Ha: 0.39842 / 0.21587
2S+1: 2
Total charge: +1

```
23
Properties=species:S:1:pos:R:3:nbo_charge:R:1
C -0.58983 0.20647 2.35223 -0.5408
C -0.72017 1.21786 1.22831 -0.6358
C 2.30880 0.48171 1.86923 -0.8740
S 1.08106 -0.54954 2.62217 0.8661
H -0.84011 0.51579 3.36536 0.2804
H -1.11817 -0.67627 1.96866 0.2793
H -1.30677 2.06543 1.57059 0.2575
H -1.13821 0.80384 0.31849 0.2573
H 3.17229 -0.25352 1.66394 0.3024
H 2.11105 1.07138 1.00206 0.2787
H 2.88368 1.10180 2.52984 0.3092
H 0.27316 1.64045 0.99113 0.2132
C -0.10473 -0.20392 -1.80180 -0.4208
C -0.15031 -1.62282 -1.16582 -0.6415
C -1.25575 -0.08289 -2.79692 -0.6186
H -0.08011 0.63446 -1.10774 0.1761
H 0.80611 0.12866 -2.29323 0.2186
H -1.12073 -2.09532 -0.83238 0.2224
H -1.01254 -0.73316 -3.65177 0.2198
H -2.21571 -0.49647 -2.43695 0.2062
H 0.53260 -1.77762 -0.33559 0.1815
H 0.02676 -2.33934 -2.00455 0.2387
H -1.54236 0.96302 -3.05528 0.2239
```

***

Most stable = x